Record 1
# C3H9NS

2 unconnected molecules or ions with the total composition C3H9NS in a non-equilibrium geometry (ωB97M-V/def2-TZVPD, the Open Molecules 2025 dataset).

```
14
Properties=species:S:1:pos:R:3
C 1.13 -2.20 -0.66
S 1.60 -1.62 1.02
H 0.10 -2.61 -0.61
H 1.77 -3.00 -1.06
H 1.18 -1.30 -1.25
C -0.67 1.48 0.43
C -1.08 0.79 -0.71
N -1.41 2.45 0.98
H 0.34 1.24 0.83
H -0.34 0.44 -1.42
H -2.17 0.88 -0.80
H 2.66 -2.43 1.08
H -2.04 2.95 0.36
H -1.07 2.95 1.79
```

Computed properties:
Expectation value of S²: 0.7628
Energy, a.u.: -572.296940
HOMO (spin up / spin down), eV: -12.26 / -12.25
Energy relative to the best compared isomer or geometry (same formula, charge and spin), kJ/mol: 60.2
Total charge: +1
Spin multiplicity: 2
Kohn-Sham gap (spin up / spin down), eV: 7.721 / 4.526



Record 2
# C11H29B3NO9

A molecular structure, C11H29B3NO9 in a non-equilibrium geometry (ωB97M-V/def2-TZVPD, the Open Molecules 2025 dataset).

```
53
Properties=species:S:1:pos:R:3
C -0.75 -5.36 1.43
C -1.59 -5.02 0.22
O -2.88 -4.52 0.49
C -2.92 -3.28 1.17
C -2.34 -2.13 0.36
O -3.26 -1.06 0.38
C -2.73 0.17 -0.08
C -2.35 1.08 1.08
O -2.37 2.44 0.73
C -1.35 2.81 -0.19
B -0.21 3.68 0.45
O 0.13 3.56 1.78
B 1.46 3.17 1.88
C 1.83 1.90 2.72
N 3.28 1.64 2.82
O 2.39 3.86 1.12
B 1.94 4.29 -0.12
O 2.82 4.41 -1.16
C 2.71 3.34 -2.09
C 3.11 2.00 -1.49
C 3.94 1.15 -2.45
O 1.93 1.24 -1.15
O 0.58 4.51 -0.33
H -1.00 -6.35 1.82
H 0.30 -5.38 1.14
H -0.83 -4.64 2.24
H -1.03 -4.35 -0.45
H -1.76 -5.94 -0.34
H -2.45 -3.33 2.16
H -3.96 -3.04 1.34
H -1.39 -1.78 0.76
H -2.17 -2.46 -0.67
H -1.84 -0.03 -0.70
H -3.45 0.68 -0.72
H -3.10 0.94 1.86
H -1.39 0.79 1.52
H -1.81 3.36 -1.02
H -0.86 1.95 -0.65
H 1.29 1.07 2.23
H 1.39 1.96 3.71
H 3.64 1.38 1.91
H 3.41 0.81 3.40
H 3.37 3.57 -2.92
H 1.70 3.28 -2.49
H 3.71 2.16 -0.59
H 4.60 1.76 -3.07
H 3.26 0.61 -3.10
H 4.53 0.43 -1.89
H 1.91 1.10 -0.20
O -2.30 -3.11 -3.01
H -2.86 -2.32 -3.13
H -1.48 -3.07 -3.54
H -2.80 -3.94 -3.15
```

Computed properties:
Energy, a.u.: -1242.917148
HOMO, eV: -11.42
Energy relative to the best compared isomer or geometry (same formula, charge and spin), kJ/mol: 0.0
Total charge: +1
Kohn-Sham gap, eV: 6.011



Record 3
# C5H13NS

A single C5H13NS molecule in a non-equilibrium geometry (ωB97M-V/def2-TZVPD, the Open Molecules 2025 dataset).

```
20
Properties=species:S:1:pos:R:3
C -2.18 0.05 -1.97
C -0.85 0.04 -1.18
N -0.90 -0.68 0.15
C -0.37 0.02 1.30
C 0.98 0.65 1.15
C 1.92 -0.31 0.38
S 3.77 -0.33 0.92
H -2.00 0.37 -3.04
H -2.72 -0.97 -2.04
H -2.99 0.70 -1.52
H -0.62 1.10 -0.84
H -0.16 -0.42 -1.95
H -1.88 -1.04 0.24
H -0.21 -0.58 2.13
H -1.15 0.69 1.58
H 0.68 1.52 0.55
H 1.23 1.04 2.14
H 1.69 -1.48 0.39
H 1.94 -0.07 -0.62
H 3.81 -0.31 2.21
```

Computed properties:
Energy, a.u.: -651.163500
HOMO, eV: -8.47
Energy relative to the best compared isomer or geometry (same formula, charge and spin), kJ/mol: 211.2
Total charge: 0
Kohn-Sham gap, eV: 9.435



Record 4
# C16H20BrN3O2SSr

A molecular structure, C16H20BrN3O2SSr (ωB97M-V/def2-TZVPD, the Open Molecules 2025 dataset).

```
44
Properties=species:S:1:pos:R:3
Sr -0.49 0.83 -0.68
C 1.20 1.15 2.47
C 1.00 2.64 2.20
N 0.09 2.85 1.08
C 0.37 3.99 0.21
C 1.75 3.96 -0.44
S 2.31 2.38 -1.16
C 3.36 1.67 0.15
C 2.87 0.38 0.79
N 1.48 0.39 1.25
H 1.99 1.03 3.22
H 0.29 0.74 2.90
H 0.64 3.12 3.12
H 1.95 3.12 1.98
H -0.87 2.92 1.40
H -0.40 3.99 -0.56
H 0.29 4.95 0.74
H 1.75 4.67 -1.26
H 2.54 4.28 0.24
H 4.33 1.47 -0.31
H 3.53 2.45 0.89
H 2.96 -0.43 0.07
H 3.56 0.15 1.61
H 1.22 -0.58 1.43
Br -1.58 -1.14 1.67
C -1.89 -2.75 0.65
C -2.43 -3.80 1.34
C -2.69 -4.99 0.65
C -2.42 -5.08 -0.69
C -1.87 -3.99 -1.40
C -1.61 -4.08 -2.78
C -1.10 -3.01 -3.46
C -0.82 -1.81 -2.76
C -1.02 -1.63 -1.41
C -1.57 -2.76 -0.73
H -2.65 -3.71 2.39
H -3.12 -5.83 1.18
H -2.63 -6.00 -1.23
H -1.83 -5.01 -3.30
H -0.91 -3.08 -4.52
H -0.41 -0.99 -3.37
O -2.57 2.29 -0.15
N -2.75 2.77 -1.30
O -1.84 2.48 -2.12
```

Computed properties:
Energy, a.u.: -3939.329987
HOMO, eV: -7.57
Energy relative to the best compared isomer or geometry (same formula, charge and spin), kJ/mol: 0.0
Total charge: 0
Kohn-Sham gap, eV: 7.721



Record 5
# C5H9N

2 unconnected molecules or ions with the total composition C5H9N in a non-equilibrium geometry (ωB97M-V/def2-TZVPD, the Open Molecules 2025 dataset).

```
15
Properties=species:S:1:pos:R:3
C -1.31 1.19 0.70
C -1.70 0.06 0.00
H -2.19 0.16 -0.96
H -1.90 -0.86 0.54
H -0.33 -0.51 -0.53
H -1.51 2.18 0.30
H -1.18 1.15 1.77
H 0.20 1.23 0.35
C 0.86 -0.73 -0.70
C 1.38 -1.65 0.14
C 1.22 0.97 -0.26
N 2.12 1.65 -0.61
H 1.10 -0.81 -1.76
H 2.10 -2.39 -0.19
H 1.14 -1.65 1.20
```

Computed properties:
Energy, a.u.: -250.455991
HOMO (spin up / spin down), eV: -8.20 / -8.19
Energy relative to the best compared isomer or geometry (same formula, charge and spin), kJ/mol: 553.9
Total charge: 0
Kohn-Sham gap (spin up / spin down), eV: 8.268 / 8.268



Record 6
# C15H22N2O4S

A single C15H22N2O4S molecule (ωB97M-V/def2-TZVPD, the Open Molecules 2025 dataset).

```
44
Properties=species:S:1:pos:R:3
C -4.80 0.17 1.81
O -4.11 -0.01 0.60
C -2.95 0.63 0.39
C -2.38 1.55 1.29
C -1.19 2.18 0.98
C -0.56 1.91 -0.22
S 1.00 2.71 -0.61
O 0.97 4.04 -0.06
O 1.23 2.55 -2.01
N 2.19 1.94 0.25
C 2.41 0.50 0.32
C 1.58 -0.12 1.47
C 1.38 -1.63 1.39
C 2.62 -2.42 0.97
C 2.74 -2.60 -0.54
C 3.11 -1.32 -1.30
C 2.17 -0.14 -1.04
C -1.11 1.03 -1.13
C -2.30 0.38 -0.83
C -2.84 -0.66 -1.77
N -2.97 -0.21 -3.04
O -3.10 -1.79 -1.44
H -5.12 1.20 1.95
H -4.18 -0.14 2.67
H -5.67 -0.48 1.75
H -2.87 1.77 2.22
H -0.75 2.90 1.65
H 2.31 2.41 1.14
H 3.48 0.39 0.56
H 2.08 0.13 2.41
H 0.60 0.35 1.48
H 1.06 -1.97 2.38
H 0.57 -1.86 0.69
H 2.56 -3.42 1.41
H 3.52 -1.95 1.36
H 3.50 -3.35 -0.76
H 1.78 -2.97 -0.92
H 3.09 -1.55 -2.37
H 4.13 -1.03 -1.05
H 2.35 0.62 -1.80
H 1.13 -0.47 -1.13
H -0.60 0.86 -2.06
H -2.76 0.74 -3.30
H -3.31 -0.84 -3.75
```

Computed properties:
Energy, a.u.: -1393.443171
HOMO, eV: -9.07
Energy relative to the best compared isomer or geometry (same formula, charge and spin), kJ/mol: 146.1
Total charge: 0
Kohn-Sham gap, eV: 9.651